Record 1
{"formula": "C5H10O2", "method": "ωB97M-V/def2-TZVPD", "gap_ev": 10.4559, "e_homo_ev": -9.714, "e_lumo_ev": 0.74, "total_energy_ev": -9441.4623, "elements": ["C", "C", "C", "O", "C", "C", "O", "H", "H", "H", "H", "H", "H", "H", "H", "H", "H"], "positions_angstrom": [[-2.246, -0.452, -0.559], [-0.857, 0.160, -0.637], [-0.079, -0.040, 0.660], [0.182, -1.412, 0.917], [1.259, 0.673, 0.644], [2.208, 0.375, -0.497], [2.071, -0.434, -1.383], [-2.791, -0.330, -1.501], [-2.153, -1.517, -0.326], [-2.837, 0.027, 0.233], [-0.278, -0.275, -1.455], [-0.925, 1.242, -0.830], [-0.685, 0.378, 1.486], [1.025, -1.421, 1.399], [1.826, 0.301, 1.529], [1.134, 1.762, 0.726], [3.147, 0.964, -0.406]]}

---

Record 2
{"formula": "C5H10O2", "method": "ωB97M-V/def2-TZVPD", "gap_ev": [8.4538, 7.0854], "e_homo_ev": [-7.924, -6.609], "e_lumo_ev": [0.53, 0.48], "total_energy_ev": -9436.6168, "elements": ["C", "C", "C", "C", "C", "O", "O", "H", "H", "H", "H", "H", "H", "H", "H", "H", "H"], "positions_angstrom": [[2.182, 1.945, 0.318], [1.875, 0.714, 0.030], [-0.407, -2.047, -0.612], [-1.028, -1.079, 0.400], [-0.946, 0.322, 0.089], [-1.289, 0.869, -1.100], [-1.287, 1.169, 1.151], [3.209, 2.293, 0.679], [1.341, 2.573, 0.590], [2.526, -0.088, -0.218], [-0.127, -1.308, -1.403], [-0.943, -2.998, -0.924], [0.445, -2.461, -0.072], [-0.696, -1.127, 1.466], [-2.124, -1.285, 0.571], [-1.396, 0.344, -1.903], [-1.336, 2.165, 0.937]]}

---

Record 3
{"formula": "C5H10O2", "method": "ωB97M-V/def2-TZVPD", "gap_ev": 11.0116, "e_homo_ev": -10.097, "e_lumo_ev": 0.91, "total_energy_ev": -9440.2438, "elements": ["C", "O", "C", "C", "C", "C", "H", "H", "H", "H", "H", "H", "H", "H", "O", "H", "H"], "positions_angstrom": [[-1.144, 0.895, -0.189], [-1.310, -0.111, -1.170], [-1.200, -1.360, -0.501], [-0.161, -1.169, 0.566], [1.078, -0.545, 0.109], [-0.092, 0.311, 0.761], [-0.898, 1.834, -0.702], [-2.095, 1.072, 0.353], [-0.911, -2.098, -1.249], [-2.139, -1.631, -0.008], [-0.104, -1.784, 1.453], [1.246, -0.459, -0.969], [2.015, -0.778, 0.618], [-0.125, 0.692, 1.787], [2.323, 1.661, 0.260], [2.226, 1.762, -0.693], [1.440, 1.350, 0.519]]}

---

Record 4
{"formula": "C5H10O2", "method": "ωB97M-V/def2-TZVPD", "gap_ev": [7.4886, 7.4893], "e_homo_ev": [-7.809, -7.809], "e_lumo_ev": [-0.32, -0.32], "total_energy_ev": -9437.6480, "elements": ["C", "O", "C", "C", "O", "C", "C", "H", "H", "H", "H", "H", "H", "H", "H", "H", "H"], "positions_angstrom": [[2.097, 0.941, -0.181], [0.693, 0.971, -0.318], [0.135, -0.250, -0.653], [0.170, -1.412, 0.720], [-0.849, -2.173, 0.547], [-1.265, -0.308, -0.585], [-2.018, 0.708, 0.167], [2.409, 0.366, 0.699], [2.577, 0.514, -1.074], [2.421, 1.977, -0.066], [0.619, -0.770, -1.483], [0.152, -0.561, 1.450], [1.179, -1.891, 0.789], [-1.794, -1.079, -1.127], [-3.090, 0.506, 0.208], [-1.607, 0.771, 1.186], [-1.829, 1.691, -0.280]]}

---

Record 5
{"formula": "C5H10O2", "method": "ωB97M-V/def2-TZVPD", "gap_ev": 10.9509, "e_homo_ev": -10.018, "e_lumo_ev": 0.93, "total_energy_ev": -9440.9289, "elements": ["C", "O", "C", "C", "C", "C", "H", "H", "H", "H", "H", "H", "H", "H", "O", "H", "H"], "positions_angstrom": [[-1.118, 0.858, -0.206], [-1.331, -0.099, -1.231], [-1.288, -1.387, -0.635], [-0.272, -1.278, 0.485], [0.992, -0.560, 0.132], [-0.155, 0.194, 0.763], [-0.734, 1.768, -0.679], [-2.059, 1.102, 0.313], [-1.014, -2.097, -1.422], [-2.272, -1.668, -0.226], [-0.278, -2.008, 1.289], [1.196, -0.386, -0.923], [1.874, -0.750, 0.738], [-0.078, 0.574, 1.779], [2.470, 2.095, 0.234], [2.371, 1.946, -0.715], [1.759, 1.562, 0.614]]}

---

Record 6
{"formula": "C5H10O2", "method": "ωB97M-V/def2-TZVPD", "gap_ev": 10.6592, "e_homo_ev": -9.687, "e_lumo_ev": 0.97, "total_energy_ev": -9441.6601, "elements": ["C", "C", "O", "C", "C", "C", "O", "H", "H", "H", "H", "H", "H", "H", "H", "H", "H"], "positions_angstrom": [[2.041, -0.105, -0.512], [0.769, 0.303, 0.234], [0.018, 1.221, -0.563], [-1.375, 1.093, -0.269], [-1.494, -0.032, 0.764], [-0.216, -0.830, 0.518], [-0.354, -1.731, -0.566], [2.951, 0.267, -0.039], [2.006, 0.319, -1.515], [2.134, -1.190, -0.610], [1.024, 0.785, 1.189], [-1.904, 0.846, -1.198], [-1.772, 2.045, 0.103], [-1.487, 0.377, 1.781], [-2.389, -0.643, 0.639], [0.106, -1.415, 1.382], [-0.073, -1.275, -1.369]]}

---

Record 7
{"formula": "C5H10O2", "method": "ωB97M-V/def2-TZVPD", "gap_ev": 10.6253, "e_homo_ev": -9.773, "e_lumo_ev": 0.85, "total_energy_ev": -9440.9692, "elements": ["C", "C", "C", "O", "C", "C", "O", "H", "H", "H", "H", "H", "H", "H", "H", "H", "H"], "positions_angstrom": [[-1.714, -0.443, -0.299], [-0.619, 0.147, 0.597], [0.375, 1.171, -0.049], [0.303, 1.200, -1.439], [1.571, 0.304, 0.357], [0.609, -0.817, 0.802], [0.625, -1.920, -0.082], [-2.333, 0.304, -0.815], [-2.392, -1.063, 0.298], [-1.265, -1.094, -1.047], [-1.115, 0.597, 1.473], [0.392, 2.173, 0.398], [-0.588, 1.464, -1.699], [2.203, 0.677, 1.164], [2.208, 0.117, -0.519], [0.839, -1.231, 1.789], [0.900, -1.585, -0.927]]}

---

Record 8
{"formula": "C5H10O2", "method": "ωB97M-V/def2-TZVPD", "gap_ev": 10.7726, "e_homo_ev": -9.898, "e_lumo_ev": 0.87, "total_energy_ev": -9440.1954, "elements": ["C", "O", "C", "C", "C", "C", "O", "H", "H", "H", "H", "H", "H", "H", "H", "H", "H"], "positions_angstrom": [[1.976, 0.329, 0.399], [1.703, -0.869, -0.292], [0.330, -1.205, -0.294], [-0.533, 0.014, -0.653], [-2.032, -0.232, -0.517], [-0.303, 1.175, 0.309], [-0.628, 1.128, 1.481], [1.167, 0.631, 1.064], [2.269, 1.124, -0.305], [2.737, 0.213, 1.156], [0.018, -1.608, 0.681], [0.212, -2.009, -1.034], [-0.267, 0.316, -1.675], [-2.578, 0.672, -0.807], [-2.378, -1.061, -1.135], [-2.257, -0.423, 0.536], [0.110, 2.099, -0.146]]}

---

Calculated strongest force on any atom, 0.75 3.50 1.04 0.87 0.27 0.36 0.92 1.08 eV Å⁻¹ (same order as the records).